1.
# C9H10S

C9H10S in the gas phase at a distorted geometry (ωB97M-V/def2-TZVPD, the OMol25 dataset).

The geometry in XYZ format:
```
20
Properties=species:S:1:pos:R:3:forces:R:3:lowdin_charge:R:1
C -2.263 -0.894 -0.786 0.5471 4.9219 0.8905 -0.07
C -0.935 -0.991 -0.087 1.8866 3.3612 -2.6926 -0.27
C -0.961 -1.958 1.065 1.2665 -1.6552 -4.7985 -0.04
C 0.187 -0.211 -0.548 -0.0419 -0.8756 0.5717 -0.06
C 1.366 -0.327 0.365 1.2454 -1.1077 1.5747 -0.11
C 1.853 0.746 1.024 -1.8419 -0.2728 -2.5087 -0.10
C 1.439 2.079 0.642 -1.9455 -3.0920 -3.3047 -0.07
C 0.805 2.254 -0.562 0.4406 2.8924 0.1165 -0.23
C 0.679 1.179 -1.520 0.6071 -0.4533 -1.4824 -0.46
S 1.529 1.731 -3.080 -2.8591 -2.6172 3.7456 0.53
H -2.585 -1.811 -0.993 -1.3398 -3.9955 -1.1370 0.02
H -2.044 -0.342 -1.721 -0.8725 -0.1119 0.4216 0.09
H -3.154 -0.426 -0.159 2.0437 -0.5152 -1.1073 0.14
H -1.994 -2.273 1.012 0.2238 -0.9711 0.7963 0.08
H -0.681 -1.504 1.900 0.8297 1.8666 3.9195 0.03
H -0.116 -2.703 0.826 -1.7194 0.3697 0.5571 0.13
H 1.888 -1.314 0.707 -1.6323 1.4122 -0.9439 0.15
H 2.565 0.626 1.746 1.8589 -0.2652 1.7668 0.07
H 1.760 2.815 1.225 0.9571 3.4418 2.1339 0.06
H 0.663 3.325 -1.059 0.3459 -2.3331 1.4811 0.13
```
Forces are in eV/Å.

Summary:
SMILES: CC(C)=C1C=CC=CC1=S
DFT total energy in eV: -20323.9414
ΔE to the lowest compared entry with this formula, charge and spin in kJ/mol: 440.9
Maximum force in eV Å⁻¹: 5.39
Orbital gap (alpha / beta) in eV: 6.79 / 6.80

=====

2.
# C9H11AuN4O5

A molecular structure, C9H11AuN4O5 (ωB97M-V/def2-TZVPD, the OMol25 dataset).

The geometry in XYZ format:
```
30
Properties=species:S:1:pos:R:3:forces:R:3:lowdin_charge:R:1
Au 0.774 0.729 -0.035 -0.4051 0.0362 -0.4552 0.84
N -2.180 1.422 -0.557 -0.1495 0.2289 -0.0338 -0.05
C -2.006 2.869 -0.448 0.0581 -0.2180 -0.0271 -0.25
C -0.638 3.547 -0.242 0.1297 -0.0029 0.1090 -0.59
O -0.728 4.797 -0.137 0.0839 -0.2026 -0.1039 -0.10
N 0.476 2.824 -0.227 0.3547 0.0623 0.3092 -0.11
C 1.730 3.568 -0.038 -0.2292 -0.1083 -0.0676 -0.19
C 2.686 3.027 1.045 0.0721 -0.3414 0.1165 -0.73
O 3.572 3.829 1.427 -0.1783 -0.2090 -0.0629 -0.11
O 2.526 1.827 1.408 0.2602 0.4619 0.1375 -0.17
H -1.528 1.074 -1.250 0.0707 -0.0500 -0.0896 0.01
H -1.864 0.964 0.292 -0.0301 -0.0112 0.0713 0.01
H -2.641 3.242 0.356 -0.0161 0.0229 0.0853 0.09
H -2.390 3.335 -1.358 -0.0814 0.0093 -0.0772 0.09
H 1.533 4.609 0.180 -0.0990 0.1552 0.0200 0.09
H 2.308 3.532 -0.969 0.0137 0.0266 -0.0830 0.10
C -1.653 -3.995 1.097 0.0981 -0.0165 -0.0479 -0.06
N -0.534 -3.379 0.418 -0.0051 0.1001 0.0317 -0.08
C 0.297 -4.118 -0.372 -0.0557 -0.0606 0.0937 -0.11
C 1.271 -3.552 -1.086 0.0736 0.1120 0.0017 -0.02
C 1.451 -2.092 -1.040 -0.1917 0.0435 0.0206 -0.54
O 2.308 -1.556 -1.732 -0.0133 0.0397 0.0918 -0.02
N 0.603 -1.381 -0.208 0.0822 -0.0790 0.2391 0.00
C -0.400 -1.967 0.505 -0.0488 0.0205 -0.1613 -0.53
O -1.220 -1.376 1.205 0.2867 -0.0498 -0.1536 -0.02
H -1.407 -5.034 1.320 0.0058 -0.0272 -0.0005 0.07
H -2.563 -3.968 0.492 -0.0286 0.0281 -0.0319 0.09
H -1.848 -3.454 2.015 -0.0144 0.0353 0.0845 0.08
H 0.121 -5.187 -0.365 -0.0347 -0.0336 -0.0059 0.11
H 1.944 -4.135 -1.696 -0.0085 0.0279 -0.0105 0.09
```
Forces are in eV/Å.

Summary:
Total charge: -2
DFT total energy in eV: -29404.1245
ΔE to the lowest compared entry with this formula, charge and spin in kJ/mol: 0.0
Maximum force in eV Å⁻¹: 0.61
Orbital gap in eV: 5.60

=====

3.
# C9H11AuO6

A molecular structure, C9H11AuO6 at a distorted geometry (ωB97M-V/def2-TZVPD, the OMol25 dataset).

The geometry in XYZ format:
```
27
Properties=species:S:1:pos:R:3:forces:R:3:mulliken_spin:R:1
O 2.129 0.483 -2.057 -2.0179 -0.5212 1.9895 0.07
C 1.314 0.286 -1.272 7.3844 2.3212 -7.1384 0.24
Au 0.000 0.000 0.000 -0.3077 1.3234 0.8600 0.63
O 0.047 -2.960 -0.491 0.1223 4.2923 0.5194 0.02
C 0.028 -1.825 -0.302 -0.3259 -12.1156 -1.6421 0.04
C -0.052 2.096 0.366 -0.4737 5.3255 1.0987 0.22
O -0.699 2.636 1.225 0.6724 -2.1292 -1.0279 0.22
C -1.303 0.432 -1.244 -7.1545 2.9043 -5.3777 0.16
O -2.095 0.687 -2.037 2.2880 -0.6158 1.5416 0.08
C 1.281 0.044 1.338 6.3373 1.1534 7.9326 0.08
O 2.094 0.057 2.151 -2.2778 -0.0934 -2.8664 0.04
H 0.583 2.716 -0.311 0.0083 -1.1511 -0.0643 0.02
C -0.314 -1.954 2.919 0.3554 0.3021 -0.1701 0.01
C -1.523 -1.538 2.085 -0.5548 -1.9668 1.8684 0.01
O -1.381 -0.265 1.427 -3.1128 -0.3780 3.3671 0.12
C -2.660 0.377 1.272 -2.8587 1.1348 0.0882 0.01
C -3.758 -0.485 0.615 0.2364 -0.3939 0.2751 0.00
H 0.563 -2.191 2.290 -0.1546 -0.0181 0.4263 0.00
H -0.559 -2.883 3.476 0.0548 0.5925 -0.3799 0.00
H -0.062 -1.160 3.653 -0.0593 -0.5521 -0.3985 0.00
H -1.806 -2.340 1.372 0.0458 0.6317 0.1808 0.00
H -2.339 -1.480 2.844 0.2813 0.3763 -0.9256 0.01
H -3.011 0.727 2.267 0.5118 -0.3939 -0.4491 0.00
H -2.576 1.303 0.682 0.5653 -0.3913 0.2797 0.00
H -4.017 -1.367 1.236 0.0718 0.5233 -0.4265 0.00
H -4.681 0.123 0.508 0.6569 -0.2684 0.0335 0.00
H -3.452 -0.842 -0.387 -0.2943 0.1079 0.4059 0.00
```
Forces are in eV/Å.

Summary:
Spin multiplicity: 3
Total charge: +2
DFT total energy in eV: -25457.2218
ΔE to the lowest compared entry with this formula, charge and spin in kJ/mol: 720.1
Maximum force in eV Å⁻¹: 12.23
Orbital gap (alpha / beta) in eV: 4.86 / 8.20

=====

4.
# C9H11BN2O2S

C9H11BN2O2S in the gas phase at a distorted geometry (ωB97M-V/def2-TZVPD, the OMol25 dataset).

The geometry in XYZ format:
```
26
Properties=species:S:1:pos:R:3:forces:R:3:lowdin_charge:R:1
C -0.016 -0.659 2.781 0.4590 -2.3984 0.1910 -0.12
C 0.286 0.776 2.530 -0.8266 -0.3403 -2.4164 -0.24
C 1.431 0.886 1.526 -1.2916 0.7133 -1.0716 -0.10
C 1.017 1.435 0.220 -0.5395 0.7322 -0.8537 -0.32
N 1.147 2.592 -0.340 0.3204 -0.6055 0.8326 0.10
N 0.715 2.449 -1.604 -0.9145 -0.4028 -1.5870 0.09
C 0.290 1.198 -1.775 1.1881 3.8089 -0.0205 -0.31
C -0.268 0.829 -3.038 -2.2495 -6.3637 -1.4033 -0.13
C -0.219 1.578 -4.206 1.3414 1.8481 0.1317 -0.16
C -0.793 1.003 -5.315 -0.5334 -0.9825 2.0205 -0.38
S -1.594 -0.476 -4.955 1.5204 0.1716 0.7265 1.03
C -0.938 -0.611 -3.350 1.5305 5.5700 0.4638 -0.32
B -1.249 -1.745 -2.391 -2.0941 -1.2432 -0.3746 -0.44
O -0.820 -1.858 -1.139 1.7702 1.6758 0.6210 0.13
O 0.477 0.530 -0.663 -0.1447 -1.2754 0.9984 0.13
H -0.746 -0.840 3.579 0.2628 0.1322 -0.0404 0.07
H -0.387 -1.241 1.904 0.1344 0.7815 0.2710 0.07
H 0.953 -1.200 3.025 -1.1114 0.5840 0.1359 0.10
H 0.345 1.299 3.418 0.9874 1.0928 1.8834 0.09
H -0.520 1.289 2.020 -0.7672 -0.1525 0.0793 0.11
H 1.604 -0.068 1.088 1.3888 -1.4016 0.9727 0.11
H 2.245 1.494 1.810 1.2537 0.0080 0.6244 0.12
H 0.352 2.572 -4.191 -1.0746 -1.5885 -0.2664 0.14
H -0.734 1.360 -6.289 -0.2479 0.6201 -1.4516 0.04
H -2.101 -2.546 -2.697 0.2725 -0.0576 -0.4713 0.08
H -0.941 -2.549 -0.514 -0.6347 -0.9265 0.0044 0.09
```
Forces are in eV/Å.

Summary:
SMILES: CCCc1nnc(-c2ccsc2BO)o1
DFT total energy in eV: -28096.7796
ΔE to the lowest compared entry with this formula, charge and spin in kJ/mol: 40.7
Maximum force in eV Å⁻¹: 6.89
Orbital gap in eV: 7.76

=====

Look up the DFT total energy of the third one. -25457.2218 eV

=====

What is the maximum force in the third record? 12.23 eV Å⁻¹